1.
A 13-piece molecular cluster, H26O13 overall, computed with wB97M-V/def2-TZVPD.

Cartesian coordinates (Å):
O1 2.34158 -1.71747 2.75856
O2 0.89606 -2.72629 0.89931
H1 0.50669 -0.30847 0.15085
H2 -1.36793 -1.00501 -1.24197
O3 -1.21666 2.63415 1.71550
H3 2.12736 1.10807 3.38902
H4 -0.44550 2.34657 -1.10800
H5 -3.20199 0.97967 -0.87246
O4 -1.58242 -1.72225 -1.83846
H6 2.65191 0.80823 -1.52204
H7 -0.53664 2.61911 2.38899
H8 -1.68859 -1.71952 1.83483
H9 -3.33897 0.48035 1.72803
H10 -0.81600 3.09791 0.98022
H11 -3.63515 0.30775 -2.15807
H12 1.75120 -2.09345 2.10563
O5 1.89322 0.80952 2.51022
H13 3.64037 -2.78300 -1.41697
H14 3.06580 -1.55345 -0.74617
H15 0.74923 1.06562 -3.78609
O6 0.43554 1.35583 -2.92959
H16 2.18860 -0.77406 2.70547
H17 1.97253 1.59044 1.96240
O7 0.08068 0.30964 -0.44303
H18 4.05286 0.24528 -1.41109
H19 -2.72006 -1.96623 0.75451
O8 -3.06788 1.00067 -1.81999
H20 -1.79240 2.71782 -1.69104
O9 -3.40570 1.14720 1.04460
H21 0.27270 0.54568 -2.44651
H22 1.44527 -2.75871 0.11603
H23 -2.66918 1.73557 1.21065
O10 -2.01853 -1.36659 1.00850
H24 -0.99945 -2.43479 -1.57643
H25 -0.66899 0.64017 0.05192
O11 2.86909 -2.46885 -0.94510
O12 -1.13447 3.00933 -1.05987
O13 3.18019 0.18579 -1.02233
H26 0.18564 -3.34222 0.71996

Atoms 1-6, force components in eV/Å:
0.74 -0.62 0.92
-1.02 -0.23 -0.22
0.29 -0.34 0.41
0.24 0.42 0.31
-0.22 -0.03 0.27
0.09 0.29 0.55

Net charge: -1
Frontier orbital gap (alpha / beta), eV: 2.36 / 9.41
HOMO (alpha / beta), eV: 0.28 / -6.83
Multiplicity: 2
⟨S²⟩: 0.750

natural (NBO) population analysis, charges in e, atoms 1 to 2: number 1, O, carries -1.0218; number 2, O, carries -0.9924

=====

2.
C15H31IIrP2 as an isolated structure, computed with wB97M-V/def2-TZVPD.

Cartesian coordinates (Å):
H1 1.62801 3.60574 -6.00250
H2 -1.61941 2.69965 -6.74078
H3 -3.61243 -3.35462 -3.75936
H4 -2.77879 -0.39010 -5.29692
H5 0.22147 -2.96577 -5.12659
C1 1.69820 -0.69290 -5.06418
H6 1.47459 -0.51263 -3.08178
H7 1.45914 3.92070 -3.46862
C2 -0.52897 2.75743 -6.75069
H8 2.86211 2.39754 -5.99560
H9 -1.37165 -3.75326 -5.12646
P1 -1.55174 -1.81592 -3.88885
C3 0.74236 -0.59365 -3.88837
I1 -4.32561 -0.41009 -0.64557
H10 3.26355 0.54714 -5.78313
H11 -0.27167 -3.95818 -3.74613
C4 2.60647 0.29417 -4.96408
H12 -0.24860 3.74781 -6.37040
C5 -0.86804 -0.00355 -6.27649
H13 -1.53977 -2.69973 0.08761
H14 1.84367 -1.63682 -5.60576
H15 -0.19133 2.71037 -7.79173
C6 -0.12583 0.64035 -3.64764
C7 -3.03468 -2.68932 -3.11512
H16 -2.02305 -1.77786 -6.06702
H17 -2.67143 -3.20308 -2.19699
H18 -0.33680 -2.75632 -1.24737
H19 -0.77241 2.86986 -4.22599
H20 -1.50647 0.51203 -7.00600
H21 1.61337 1.46556 -1.97674
H22 -0.43398 -1.30423 -0.19401
C8 1.30702 2.81017 -3.54142
Ir1 -2.25734 -1.19358 -2.04514
H23 2.95418 2.51753 -2.30010
H24 0.45081 -1.58231 -3.46026
C9 1.84357 2.57678 -6.34902
H25 -3.73626 -1.78228 -2.86938
H26 3.06844 -0.04687 -2.91769
H27 -1.23039 0.59638 -3.70513
C10 -1.01742 -2.09599 -0.68592
H28 0.04304 0.86709 -2.60244
C11 2.18701 1.92153 -2.80962
C12 -1.82280 -0.90327 -5.44818
C13 -0.61930 -3.26865 -4.51307
P2 0.27282 1.37236 -5.71979
C14 3.00886 0.81590 -3.60538
H29 1.87265 2.60035 -7.44490
H30 4.02034 1.21766 -3.71172
H31 -0.22695 -0.64639 -6.88869
C15 0.24642 2.40403 -4.27527

Atoms 1-6, force components in eV/Å:
-0.43 -0.98 -0.05
-0.12 0.04 -0.05
-0.15 -0.04 0.29
0.13 0.04 -0.07
0.00 0.01 -0.10
-0.34 -0.09 1.14

Net charge: +2
Frontier orbital gap (alpha / beta), eV: 6.18 / 5.82
HOMO (alpha / beta), eV: -12.76 / -15.17
Multiplicity: 6
⟨S²⟩: 8.773

natural (NBO) population analysis, charges in e, atoms 1 to 2: number 1, H, carries 0.2413; number 2, H, carries 0.2227

=====

- The highest ⟨S²⟩ belongs to which entry?
  C15H31IIrP2

=====

What did the first record say?
A 13-piece molecular cluster, H26O13 overall, computed with wB97M-V/def2-TZVPD.

Cartesian coordinates (Å):
O1 2.34158 -1.71747 2.75856
O2 0.89606 -2.72629 0.89931
H1 0.50669 -0.30847 0.15085
H2 -1.36793 -1.00501 -1.24197
O3 -1.21666 2.63415 1.71550
H3 2.12736 1.10807 3.38902
H4 -0.44550 2.34657 -1.10800
H5 -3.20199 0.97967 -0.87246
O4 -1.58242 -1.72225 -1.83846
H6 2.65191 0.80823 -1.52204
H7 -0.53664 2.61911 2.38899
H8 -1.68859 -1.71952 1.83483
H9 -3.33897 0.48035 1.72803
H10 -0.81600 3.09791 0.98022
H11 -3.63515 0.30775 -2.15807
H12 1.75120 -2.09345 2.10563
O5 1.89322 0.80952 2.51022
H13 3.64037 -2.78300 -1.41697
H14 3.06580 -1.55345 -0.74617
H15 0.74923 1.06562 -3.78609
O6 0.43554 1.35583 -2.92959
H16 2.18860 -0.77406 2.70547
H17 1.97253 1.59044 1.96240
O7 0.08068 0.30964 -0.44303
H18 4.05286 0.24528 -1.41109
H19 -2.72006 -1.96623 0.75451
O8 -3.06788 1.00067 -1.81999
H20 -1.79240 2.71782 -1.69104
O9 -3.40570 1.14720 1.04460
H21 0.27270 0.54568 -2.44651
H22 1.44527 -2.75871 0.11603
H23 -2.66918 1.73557 1.21065
O10 -2.01853 -1.36659 1.00850
H24 -0.99945 -2.43479 -1.57643
H25 -0.66899 0.64017 0.05192
O11 2.86909 -2.46885 -0.94510
O12 -1.13447 3.00933 -1.05987
O13 3.18019 0.18579 -1.02233
H26 0.18564 -3.34222 0.71996

Atoms 1-6, force components in eV/Å:
0.74 -0.62 0.92
-1.02 -0.23 -0.22
0.29 -0.34 0.41
0.24 0.42 0.31
-0.22 -0.03 0.27
0.09 0.29 0.55

Net charge: -1
Frontier orbital gap (alpha / beta), eV: 2.36 / 9.41
HOMO (alpha / beta), eV: 0.28 / -6.83
Multiplicity: 2
⟨S²⟩: 0.750

natural (NBO) population analysis, charges in e, atoms 1 to 2: number 1, O, carries -1.0218; number 2, O, carries -0.9924

=====

- Look up the net charge of the first one.
  -1